Computed, not measured: C10H19N4O10P2SbSe4W as an isolated structure in a non-equilibrium geometry, with ωB97M-V/def2-TZVPD.

## Properties
* relative energy (zero: lowest compared OMol25 entry of this formula, charge and spin): 0.0000 eV
* HOMO level (spin up / spin down): -7.84 / -7.87 eV
* DFT total energy: -325448.130 eV

The geometry in ORCA input format:
```
! wB97M-V def2-TZVPD RIJCOSX def2/J DEFGRID3
* xyz 0 1
W -0.045 0.008 0.457
N 3.784 -0.482 0.812
C 3.705 0.866 1.365
C 2.303 1.147 1.838
O 1.381 1.206 0.822
N 2.014 1.307 3.048
C 0.676 1.585 3.560
C -0.429 1.848 2.538
O -0.789 2.947 2.197
O -0.943 0.709 2.031
H 3.953 -1.164 1.541
H 4.530 -0.556 0.135
H 3.944 1.580 0.574
H 4.370 1.056 2.210
H 0.755 2.467 4.193
H 0.386 0.731 4.174
C 1.707 3.031 -1.802
C 0.437 2.467 -2.405
O 0.298 2.985 -3.732
P 0.463 0.662 -2.686
O -0.879 0.338 -3.435
O 1.621 0.332 -3.699
O 0.696 -0.237 -1.492
P -1.144 2.683 -1.458
O -1.077 3.924 -0.503
O -2.153 2.745 -2.550
O -1.191 1.429 -0.578
H 2.565 2.773 -2.424
H 1.869 2.665 -0.792
H 1.613 4.117 -1.775
H -0.651 3.162 -3.859
H -1.587 1.008 -3.264
H 1.522 0.806 -4.538
H -1.029 3.666 0.445
Se 2.019 -4.173 4.564
Sb -0.062 -4.292 3.481
Se 0.701 -1.881 1.348
Se -1.405 -2.293 3.420
Se -0.718 -6.060 2.060
C -2.946 -4.511 -1.017
N -2.745 -3.116 -0.649
C -3.590 -2.353 0.125
C -2.960 -1.170 0.328
N -1.739 -1.206 -0.315
C -1.647 -2.397 -0.883
H -3.946 -4.639 -1.424
H -2.807 -5.140 -0.138
H -2.214 -4.783 -1.772
H -4.540 -2.723 0.464
H -3.280 -0.308 0.886
H -0.794 -2.765 -1.428
*
```

How positive or negative is each atom? The Löwdin charges in e answer that: 1.38 0.01 -0.19 -0.45 -0.30 0.14 -0.09 -0.53 0.11 -0.29 0.07 0.07 0.12 0.12 0.13 0.12 -0.04 -0.57 -0.06 0.53 -0.09 -0.06 -0.40 0.37 -0.08 -0.27 -0.42 0.09 0.06 0.10 0.09 0.08 0.11 0.06 -0.10 -0.16 0.39 -0.05 -0.11 0.00 -0.09 -0.04 -0.13 -0.14 -0.17 0.10 0.05 0.10 0.13 0.12 0.14

Computed, not measured: an isolated ion of composition C10H19N4S2 and charge +1 in a non-equilibrium geometry, with ωB97M-V/def2-TZVPD.

## Properties
* structure (SMILES): CCN(CC)C(=S)SCCCn1cn[nH+]c1
* HOMO level: -11.00 eV
* DFT total energy: -38298.143 eV

The geometry in ORCA input format:
```
! wB97M-V def2-TZVPD RIJCOSX def2/J DEFGRID3
* xyz 1 1
C -3.119 0.872 -0.664
C -2.208 1.736 -1.704
N -0.805 1.208 -1.727
C -0.553 0.376 -2.937
C -1.271 -1.082 -2.829
C 0.087 2.393 -1.657
S 0.268 3.360 -3.007
S 1.004 2.767 -0.070
C 1.132 1.098 0.723
C 2.282 0.960 1.828
C 2.798 -0.557 2.047
N 1.701 -1.546 2.232
C 0.724 -2.112 1.323
N -0.161 -3.016 1.952
N 0.252 -3.067 3.252
C 1.387 -2.206 3.479
H -2.437 0.082 -0.171
H -3.514 1.564 0.151
H -3.993 0.379 -1.208
H -2.206 2.831 -1.360
H -2.666 1.711 -2.751
H -0.952 0.881 -3.891
H 0.579 0.234 -3.102
H -0.702 -1.756 -3.557
H -1.126 -1.452 -1.748
H -2.391 -1.037 -3.037
H 1.213 0.316 -0.124
H 0.118 0.876 1.233
H 1.866 1.377 2.818
H 3.159 1.616 1.505
H 3.577 -0.870 1.259
H 3.385 -0.538 3.042
H 0.765 -1.730 0.245
H -0.170 -3.632 4.013
H 1.977 -2.039 4.442
*
```

How positive or negative is each atom? The Löwdin charges in e answer that: -0.09 -0.23 -0.27 -0.28 -0.09 -1.02 0.69 0.85 -0.52 -0.20 -0.12 -0.03 0.00 0.10 0.04 0.08 0.06 0.07 0.07 0.12 0.13 0.10 0.12 0.08 0.06 0.08 0.07 0.09 0.13 0.12 0.16 0.14 0.15 0.19 0.17

Computed, not measured: a 3-piece molecular cluster, C10H19N5O4P overall in a non-equilibrium geometry, with ωB97M-V/def2-TZVPD.

## Properties
* HOMO level: -12.13 eV
* DFT total energy: -35598.329 eV

The geometry in ORCA input format:
```
! wB97M-V def2-TZVPD RIJCOSX def2/J DEFGRID3
* xyz 1 1
N 6.647 1.141 2.675
P 5.901 -0.236 2.333
N 4.134 -0.119 2.362
N 3.298 -1.193 2.254
C 1.922 -0.787 2.327
N 1.830 0.638 2.525
C 3.237 0.988 2.516
N 3.675 2.263 2.648
H 7.255 1.387 1.876
H 6.258 -1.169 3.362
H 6.315 -0.753 1.043
H 3.572 -2.171 2.120
H 1.008 -1.460 2.244
H 3.246 2.926 3.310
H 4.481 2.518 2.055
O 0.793 -2.338 -3.334
C 0.465 -1.586 -2.459
O 1.130 -0.434 -2.157
C 0.542 0.163 -0.998
C -0.861 -0.398 -0.928
C -0.688 -1.784 -1.513
H 1.143 -0.107 -0.124
H 0.542 1.250 -1.104
H -1.275 -0.396 0.082
H -1.525 0.187 -1.565
H -0.403 -2.516 -0.752
H -1.582 -2.111 -2.045
O -4.592 -1.642 -2.968
C -4.714 -0.673 -2.269
O -3.711 -0.160 -1.502
C -4.222 0.923 -0.714
C -5.459 1.397 -1.444
C -5.978 0.119 -2.071
H -4.448 0.549 0.288
H -3.467 1.708 -0.636
H -6.180 1.891 -0.791
H -5.177 2.103 -2.231
H -6.638 -0.428 -1.394
H -6.474 0.310 -3.022
*
```

How positive or negative is each atom? The Löwdin charges in e answer that: -0.29 0.77 -0.18 0.03 0.00 0.15 -0.31 0.17 -0.01 0.03 0.04 0.18 0.16 0.15 0.12 0.14 -0.47 0.03 -0.17 -0.17 -0.07 0.08 0.13 0.12 0.11 0.13 0.13 0.13 -0.47 -0.02 -0.17 -0.16 -0.07 0.13 0.12 0.12 0.12 0.14 0.13

Computed, not measured: one molecule with the formula C10H19N5O5 in a non-equilibrium geometry, with ωB97M-V/def2-TZVPD.

## Properties
* relative energy (zero: lowest compared OMol25 entry of this formula, charge and spin): 1.0014 eV
* structure (SMILES): [H]/N=C(\N)NCCC[C@H](N)C(=O)N[C@@H](CC(=O)O)C(=O)O
* HOMO level: -9.65 eV
* DFT total energy: -28367.155 eV

The geometry in ORCA input format:
```
! wB97M-V def2-TZVPD RIJCOSX def2/J DEFGRID3
* xyz 0 1
H 2.531 -3.339 0.692
N 3.289 -2.733 0.373
C 2.768 -1.904 -0.456
N 1.446 -1.959 -0.892
N 3.489 -0.928 -1.092
C 2.998 0.378 -1.386
C 2.658 1.100 -0.120
C 1.845 2.403 -0.374
C 0.730 2.784 0.609
N 1.166 2.940 1.962
C -0.473 1.847 0.241
O -1.148 2.134 -0.754
N -0.552 0.678 0.891
C -1.707 -0.286 0.679
C -2.024 -0.581 -0.777
C -3.474 -0.162 -1.085
O -4.302 -1.010 -1.346
O -3.717 1.118 -0.978
C -1.377 -1.622 1.384
O -2.201 -2.230 1.993
O -0.191 -2.166 1.253
H 1.293 -1.731 -1.882
H 1.137 -2.903 -0.786
H 4.444 -0.914 -0.731
H 3.693 0.905 -2.058
H 2.119 0.219 -1.967
H 1.963 0.398 0.386
H 3.554 1.233 0.515
H 1.357 2.287 -1.341
H 2.519 3.282 -0.450
H 0.355 3.783 0.333
H 1.816 2.194 2.256
H 0.500 3.074 2.701
H 0.021 0.542 1.723
H -2.528 0.241 1.123
H -1.885 -1.633 -1.107
H -1.323 -0.011 -1.453
H -2.923 1.604 -0.755
H 0.283 -1.741 0.473
*
```

How positive or negative is each atom? The Löwdin charges in e answer that: 0.04 0.13 -0.58 0.10 0.02 -0.23 -0.17 -0.13 -0.33 0.06 -0.42 0.03 0.14 -0.14 -0.05 -0.53 0.11 0.15 -0.53 0.15 0.10 0.12 0.10 0.14 0.14 0.10 0.10 0.13 0.11 0.13 0.15 0.08 0.08 0.15 0.15 0.14 0.14 0.06 0.07

Computed, not measured: C10H19NO4Rb as an isolated structure in a non-equilibrium geometry, with ωB97M-V/def2-TZVPD.

## Properties
* relative energy (zero: lowest compared OMol25 entry of this formula, charge and spin): 4.5768 eV
* HOMO level: -2.12 eV
* DFT total energy: -21010.150 eV

The geometry in ORCA input format:
```
! wB97M-V def2-TZVPD RIJCOSX def2/J DEFGRID3
* xyz -1 1
Rb -1.339 2.372 -5.315
O 5.178 1.619 -7.250
C 4.414 1.595 -6.176
O 4.805 0.769 -5.364
O 3.414 2.311 -5.950
H 5.620 0.895 -6.801
C -1.261 -1.478 -0.417
C -1.809 -0.355 0.492
C -2.351 -0.973 1.862
C -1.224 -1.476 2.730
C -0.100 -0.450 2.933
C 0.379 0.241 1.676
N -0.838 0.744 0.888
O -0.489 1.487 -0.256
C 1.343 -0.707 0.926
C 1.086 1.481 2.300
C -3.134 0.311 -0.136
H -0.403 -1.243 -1.047
H -2.039 -1.729 -1.138
H -1.085 -2.427 0.090
H -3.086 -1.750 1.650
H -2.823 -0.203 2.472
H -0.811 -2.417 2.366
H -1.658 -1.612 3.721
H 0.695 -0.976 3.463
H -0.499 0.209 3.705
H 0.862 -1.659 0.701
H 2.173 -1.100 1.512
H 1.556 -0.297 -0.062
H 0.373 2.233 2.635
H 1.787 2.125 1.769
H 1.757 1.112 3.076
H -2.870 0.772 -1.088
H -3.730 0.984 0.481
H -3.894 -0.406 -0.448
*
```

How positive or negative is each atom? The Löwdin charges in e answer that: 0.87 0.06 -0.96 -0.05 -0.09 0.06 -0.06 -0.44 -0.16 -0.22 -0.19 -0.48 -0.20 -0.34 -0.04 -0.07 -0.07 0.07 0.06 0.06 0.10 0.10 0.09 0.10 0.11 0.11 0.04 0.07 0.08 0.07 0.06 0.06 0.04 0.06 0.05

Computed, not measured: one molecule with the formula C10H19NOS in a non-equilibrium geometry, with ωB97M-V/def2-TZVPD.

## Properties
* relative energy (zero: lowest compared OMol25 entry of this formula, charge and spin): 4.5129 eV
* HOMO level: -8.92 eV
* DFT total energy: -25047.100 eV

The geometry in ORCA input format:
```
! wB97M-V def2-TZVPD RIJCOSX def2/J DEFGRID3
* xyz 0 1
C 0.371 -2.717 -3.279
C 0.716 -1.763 -2.439
C -0.320 -1.071 -1.706
C -0.148 0.284 -1.076
C 0.627 1.839 -2.744
C -1.035 1.382 1.997
C -0.977 -0.517 3.627
C 1.250 0.014 2.255
C 0.990 1.136 -1.382
C -0.351 0.006 2.305
N 0.090 -0.820 -0.130
O -2.421 -0.663 0.897
S -1.022 -1.191 1.129
H 1.151 -3.229 -3.788
H -0.588 -3.056 -3.198
H 1.661 -1.311 -2.462
H -1.381 -1.330 -1.829
H -1.071 0.862 -0.928
H 1.397 2.390 -3.407
H -0.187 2.577 -2.531
H 0.213 0.993 -3.408
H -0.400 1.959 1.295
H -2.043 1.273 1.505
H -1.255 2.112 2.763
H -0.728 -1.532 3.893
H -1.975 -0.463 3.450
H -0.772 0.126 4.436
H 1.780 -0.657 2.945
H 1.610 -0.147 1.339
H 1.636 1.016 2.658
H 1.285 2.011 -0.666
H 1.896 0.487 -1.521
*
```

How positive or negative is each atom? The Löwdin charges in e answer that: 0.05 -0.14 -0.16 -0.38 -0.10 -0.09 -0.10 -0.05 -0.23 -0.63 -0.20 -0.51 0.98 0.06 0.04 0.09 0.15 0.15 0.09 0.07 0.09 0.07 0.08 0.07 0.08 0.03 0.07 0.08 -0.01 0.11 0.14 0.11